(1)
Here is a cluster of 2 separate species, C4H7Br in total at a distorted geometry from OMol25. Energies are from ωB97M-V/def2-TZVPD.

```
! RIJCOSX wB97M-V def2-TZVPD def2/J DEFGRID3
* xyz 0 1
C -0.26484 -1.49522 1.07147
C -0.03483 -0.42414 0.28780
C 1.28701 0.66733 -0.92644
C -1.14729 0.54066 -0.09916
Br 3.08735 0.05757 -0.68545
H -1.28899 -1.79497 1.26890
H 0.51602 -2.05451 1.36997
H 0.73025 0.82802 -1.80164
H 1.07667 1.49431 -0.21241
H -0.73175 1.52652 0.25070
H -1.90386 0.26970 0.62072
H -1.32573 0.38472 -1.14446
*
```

For the highest occupied orbital energy, the calculation gives -9.01 eV. As for the orbital gap: 9.681 eV. The calculation puts the total energy at -2730.46679 Ha. The energy relative to the best compared isomer or geometry (same formula, charge and spin) comes out at 371.25 kJ/mol. The largest force on an atom is 6.41 eV/A.



(2)
Here is a cluster of 2 separate species, C4H11NO3 in total from OMol25. Energies are from ωB97M-V/def2-TZVPD.

```
! RIJCOSX wB97M-V def2-TZVPD def2/J DEFGRID3
* xyz -2 1
C 1.14646 -0.23571 0.12148
O 2.10591 0.77508 -0.06030
C -0.26313 0.33637 -0.02684
C -1.36133 -0.70508 0.14362
C -2.80086 -0.12116 0.34244
O -3.75788 -1.04748 0.56229
N -0.32232 0.96910 -1.36354
H 1.25829 -1.03156 -0.63291
H 1.24306 -0.67780 1.12287
H -0.38848 1.09547 0.76076
H -1.39564 -1.37559 -0.72009
H -1.13843 -1.30321 1.03410
H -2.99473 0.51187 -0.55414
H -2.65561 0.60925 1.19194
H 0.53191 1.52044 -1.44648
H -1.08835 1.63112 -1.37587
H 4.40636 -1.13482 0.28479
H 3.04894 0.36433 0.15539
O 4.42583 -0.18063 0.46049
*
```

For the highest occupied orbital energy, the calculation gives 0.12 eV. As for the orbital gap: 6.836 eV. The calculation puts the total energy at -439.39694 Ha. The energy relative to the best compared isomer or geometry (same formula, charge and spin) comes out at 0.00 kJ/mol. The largest force on an atom is 0.71 eV/A.



(3)
Here is a structure of composition C25H38AlBrIN6 at a distorted geometry from OMol25. Energies are from ωB97M-V/def2-TZVPD.

```
! RIJCOSX wB97M-V def2-TZVPD def2/J DEFGRID3
* xyz -1 1
N -0.75219 -2.26926 2.06760
C -0.25171 -0.90989 2.54723
C 1.36877 -0.91015 2.92571
Al 2.35439 -0.66220 1.09626
Br 4.37355 -1.97442 1.23623
C 2.63674 1.33961 0.75319
C 3.58923 1.70347 -0.52959
C 3.64952 0.55989 -1.70215
I 1.59126 0.41679 -2.52950
H 0.03725 -2.93513 1.89198
H -1.28941 -2.19222 1.17633
H -0.83033 -0.67566 3.55994
H -0.49555 -0.03464 1.77728
H 1.52498 0.01579 3.63448
H 1.70411 -1.90650 3.44025
H 1.36595 -1.29407 0.00991
H 3.04900 1.88558 1.70270
H 1.56372 1.80540 0.51911
H 3.11413 2.67439 -1.03435
H 4.68930 2.02956 -0.22158
H 4.05438 -0.45804 -1.28957
H 4.40615 0.88055 -2.56838
N -3.39882 0.27940 0.34930
C -2.50821 1.07229 -0.32649
C -2.88589 2.38442 -0.14796
C -4.04156 2.38311 0.66915
C -4.33444 1.07037 0.96386
H -3.36968 -0.73114 0.38910
H -1.68510 0.63605 -0.87638
H -2.38265 3.24919 -0.56058
H -4.59965 3.24682 1.00683
H -5.12720 0.63249 1.55560
N -4.41572 -2.09944 -3.21335
C -4.29569 -0.85944 -2.64191
C -4.25192 0.07321 -3.65406
C -4.35512 -0.62856 -4.87885
C -4.45802 -1.96806 -4.57704
H -4.46615 -2.97443 -2.70790
H -4.25023 -0.74731 -1.56694
H -4.15722 1.14350 -3.52425
H -4.35510 -0.20261 -5.87386
H -4.55612 -2.83676 -5.21430
N -4.64406 6.29860 1.12539
C -5.90900 6.80596 0.98029
C -6.06607 7.18856 -0.33315
C -4.85522 6.89620 -1.00518
C -3.99584 6.34478 -0.08142
H -4.25078 5.94464 1.98775
H -6.58670 6.85265 1.82217
H -6.95695 7.62940 -0.76132
H -4.63419 7.06868 -2.05059
H -2.98080 5.98348 -0.17899
N 0.43741 -5.35320 3.23257
C 1.00952 -6.44729 2.63742
C 1.24749 -7.38770 3.61476
C 0.79764 -6.84392 4.84162
C 0.29950 -5.58805 4.57589
H 0.15958 -4.50556 2.75513
H 1.19926 -6.46233 1.57253
H 1.69549 -8.36076 3.46055
H 0.83264 -7.31770 5.81413
H -0.13891 -4.84290 5.22620
N 8.01263 -1.55445 -2.23983
C 8.90324 -0.76156 -2.91561
C 8.52556 0.55057 -2.73708
C 7.36989 0.54926 -1.91997
C 7.07700 -0.76349 -1.62527
H 8.04177 -2.56500 -2.20003
H 9.72635 -1.19781 -3.46551
H 9.02879 1.41534 -3.14970
H 6.81180 1.41297 -1.58229
H 6.28425 -1.20137 -1.03352
*
```

For the highest occupied orbital energy, the calculation gives -5.12 eV. As for the orbital gap: 7.432 eV. The calculation puts the total energy at -4418.09479 Ha. The largest force on an atom is 2.74 eV/A.



(4)
Here is the molecule CH2O3S at a distorted geometry from OMol25. Energies are from ωB97M-V/def2-TZVPD.

```
! RIJCOSX wB97M-V def2-TZVPD def2/J DEFGRID3
* xyz 0 1
C 1.04136 0.51020 0.02805
O -1.43869 -0.39102 -0.64764
O -1.48463 1.30787 1.09205
O 1.11897 -0.17962 -1.07759
S -0.79021 0.25650 0.43036
H -0.37483 -0.78206 1.36572
H 1.92804 -0.72187 -1.19096
*
```

For the highest occupied orbital energy, the calculation gives -9.88 eV. As for the orbital gap: 8.691 eV. The calculation puts the total energy at -663.04208 Ha. The energy relative to the best compared isomer or geometry (same formula, charge and spin) comes out at 343.42 kJ/mol. The largest force on an atom is 1.56 eV/A.



(5)
Here is a structure of composition C18H18F5FeN3OS2 from OMol25. Energies are from ωB97M-V/def2-TZVPD.

```
! RIJCOSX wB97M-V def2-TZVPD def2/J DEFGRID3
* xyz 1 6
Fe 0.55411 -0.14704 -0.14012
C 4.34166 3.93512 -1.73515
S 4.56591 2.32752 -0.95370
C 2.95032 1.72773 -0.89907
S 2.82879 0.16233 -0.12961
N 1.95785 2.41046 -1.36948
N 0.77803 1.72039 -1.22681
C -0.27704 2.32144 -1.59938
C -1.51745 1.54969 -1.54905
C -2.72882 2.05880 -1.96765
C -3.83562 1.22252 -1.96723
C -3.68257 -0.08876 -1.55539
C -2.43449 -0.51192 -1.12888
N -1.36738 0.28809 -1.11832
H 5.24846 4.49540 -1.51976
H 3.48035 4.43887 -1.30809
H 4.22028 3.82239 -2.80898
H -0.25034 3.33777 -1.97869
H -2.79772 3.08898 -2.29049
H -4.80061 1.59085 -2.28844
H -4.51230 -0.78119 -1.55926
H -2.28312 -1.52038 -0.78387
C 0.94461 -2.18106 -2.40017
C 0.21749 -2.95938 -1.33491
O -0.04764 -2.10452 -0.18916
C -0.82978 -2.76337 0.85096
C -0.06615 -3.85968 1.55613
H 1.15791 -2.82810 -3.25050
H 1.90110 -1.80669 -2.03411
H 0.34254 -1.34516 -2.76702
H 0.80690 -3.81161 -1.00059
H -0.74699 -3.32439 -1.69689
H -1.73131 -3.15973 0.37660
H -1.12169 -1.97290 1.53811
H 0.07295 -4.73761 0.92640
H -0.63584 -4.17110 2.43253
H 0.90625 -3.50519 1.88992
F -1.59765 1.99666 1.32687
C -0.85153 1.29194 2.19983
C 0.05404 0.36512 1.73504
C 0.78777 -0.31302 2.69192
F 1.70018 -1.22907 2.29667
C 0.64446 -0.10503 4.04818
F 1.36733 -0.77395 4.93682
C -0.28684 0.83114 4.47147
F -0.45709 1.05420 5.76222
C -1.03984 1.53531 3.54649
F -1.92948 2.42815 3.96462
*
```

For the highest occupied orbital energy (alpha / beta), the calculation gives -11.66 / -11.61 eV. As for the orbital gap (alpha / beta): 7.616 / 6.859 eV. The calculation puts the total energy at -3495.34890 Ha. The energy relative to the best compared isomer or geometry (same formula, charge and spin) comes out at 0.00 kJ/mol. The largest force on an atom is 0.86 eV/A.



(6)
Here is the molecule C3H4S2 at a distorted geometry from OMol25. Energies are from ωB97M-V/def2-TZVPD.

```
! RIJCOSX wB97M-V def2-TZVPD def2/J DEFGRID3
* xyz 0 1
C 0.23894 -0.17963 -0.58043
C -0.84702 0.17830 0.01911
C -1.89931 0.59320 0.65111
S 1.75005 -0.72005 0.35125
S 3.22132 0.46457 -0.18834
H 0.41043 -0.10934 -1.64058
H -2.77418 0.01318 0.85969
H -1.91666 1.63528 0.95661
H 1.81643 -1.87551 -0.42842
*
```

For the highest occupied orbital energy, the calculation gives -8.38 eV. As for the orbital gap: 8.734 eV. The calculation puts the total energy at -912.97936 Ha. The energy relative to the best compared isomer or geometry (same formula, charge and spin) comes out at 212.99 kJ/mol. The largest force on an atom is 1.38 eV/A.